Density functional theory data (the ωB97M-V functional and the def2-TZVPD basis) for C8H11N3S as an isolated structure.

Summary:
LUMO   0.01110 Eh
Total charge   0
Gap between HOMO and LUMO   0.3286 hartree

Element x y z (Å)
C1 -1.9870 -1.1290 1.2221
C2 -1.9692 0.4236 -0.8646
C3 -1.3467 1.7007 0.0094
C4 0.1257 1.5562 0.0800
C5 0.7576 0.3746 -0.1868
C6 -0.1009 -0.9078 -0.4820
C7 2.3108 0.1789 -0.1646
C8 2.8460 -1.0411 -0.4765
H1 -2.9896 -0.9399 1.1090
H2 -1.9009 -0.2867 2.0171
H3 -1.6307 -2.1053 1.4506
H4 -1.3391 0.4068 -1.8070
H5 -3.0159 0.4774 -1.1060
H6 -1.7302 1.9476 1.0052
H7 -1.3163 2.7249 -0.6406
H8 0.7506 2.1691 0.6706
H9 0.2064 -1.5876 0.3998
H10 -0.2047 -1.3977 -1.5907
H11 2.2387 -1.9370 -0.7457
N1 -1.5738 -0.9150 -0.1719
N2 4.0838 -1.1404 -0.1969
N3 3.1667 1.0643 0.2307
S1 4.6189 0.3633 0.2388

=====

Density functional theory data (the ωB97M-V functional and the def2-TZVPD basis) for an isolated ion of composition C8H11N4 and charge +1.

Summary:
LUMO   -0.14779 Eh
Total charge   +1
Gap between HOMO and LUMO   0.3258 hartree
SMILES   N[C@@]1(c2[nH]nc[nH+]2)C=CC=CC1

Element x y z (Å)
C1 -2.6045 1.2552 0.0643
C2 -1.0220 -0.2477 -0.0716
C3 1.9424 1.4559 0.1563
C4 1.3788 0.7681 1.3250
C5 1.7651 0.9083 -1.0558
C6 0.6813 -0.3462 1.3524
C7 1.2262 -0.4462 -1.0896
C8 0.2061 -0.9388 -0.1367
N1 -3.1829 0.1038 0.2985
N2 -2.1701 -0.7815 0.2131
N3 -1.2844 1.1228 -0.1054
N4 -0.0721 -2.3239 -0.1459
H1 -3.0106 2.2052 0.1893
H2 2.2419 2.4553 0.2168
H3 1.5571 1.3883 2.2166
H4 2.0788 1.4204 -1.9594
H5 0.1357 -0.7810 2.2682
H6 0.7740 -0.6233 -2.0655
H7 2.0755 -1.2690 -1.0259
H8 -0.5430 1.9106 -0.1483
H9 -0.6011 -2.6410 -0.9134
H10 -2.2952 -1.6930 0.6271
H11 0.7229 -2.9022 -0.2101

=====

Density functional theory data (the ωB97M-V functional and the def2-TZVPD basis) for an isolated ion of composition C8H11N4O and charge +1.

Summary:
LUMO (alpha / beta)   -0.18081 / -0.17752 Eh
Total charge   +1
Gap between HOMO and LUMO (alpha / beta)   0.2755 / 0.2867 hartree

Element x y z (Å)
C1 -1.9258 -0.7373 0.0833
C2 -0.6519 -1.3891 0.1384
C3 -2.0544 0.6350 -0.0642
C4 0.1902 0.7691 0.0030
C5 1.7373 -1.0749 0.1066
C6 -0.5666 -2.9306 -0.0498
C7 -3.2815 1.4194 0.0519
C8 2.8619 2.2913 -0.0846
N1 -0.9018 1.4195 -0.1281
N2 2.6483 -0.0323 -0.0821
N3 0.4001 -0.5871 0.0608
N4 2.2569 1.0798 -0.6298
O1 2.0643 -2.1857 0.3135
H1 -2.8358 -1.3016 0.1316
H2 -1.4988 -3.1963 0.4422
H3 0.2535 -3.4503 0.3447
H4 -0.6124 -2.9924 -1.1508
H5 -4.1763 1.0023 -0.4160
H6 -2.9841 2.3341 -0.3626
H7 -3.5486 1.5567 1.2191
H8 2.5059 2.5007 0.9417
H9 2.6960 3.1392 -0.9219
H10 3.8452 2.0819 -0.1814
H11 3.5784 -0.3514 0.2345

=====

Density functional theory data (the ωB97M-V functional and the def2-TZVPD basis) for an isolated ion of composition C8H11N4O2 and charge +1.

Summary:
LUMO   -0.13983 Eh
Total charge   +1
Gap between HOMO and LUMO   0.3518 hartree
SMILES   C#CCn1cnc(NCOC(C)=O)[nH+]1

Element x y z (Å)
C1 5.1383 -1.1864 1.6288
C2 4.3021 -0.7519 0.6933
C3 3.6182 -0.3928 -0.7463
N1 2.3163 0.3047 -0.4863
C4 2.2252 1.7248 -0.7983
N2 0.8598 2.2229 -0.5087
C5 0.1994 0.9960 -0.0132
N3 -1.1029 0.9740 0.3709
C6 -1.6457 -0.3474 0.8536
O1 -2.9984 -0.2762 1.3596
C7 -3.9217 0.2236 0.3611
C8 -4.6967 -0.6773 -0.7344
O2 -4.1700 1.4746 0.3756
N4 1.1239 -0.1675 0.0100
H1 5.9814 -1.6589 2.2745
H2 4.3408 0.2439 -1.3773
H3 3.3860 -1.4097 -1.2722
H4 3.0251 2.4224 -1.2438
H5 -1.6518 1.8467 0.2919
H6 -1.6156 -1.1061 -0.0339
H7 -0.8868 -0.7260 1.6578
H8 -5.8419 -0.5575 -0.5370
H9 -4.4488 -1.8046 -0.6610
H10 -4.4926 -0.2311 -1.7828
H11 0.9564 -1.1402 0.3180

=====

Density functional theory data (the ωB97M-V functional and the def2-TZVPD basis) for one molecule with the formula C8H11N5.

Summary:
LUMO   0.00776 Eh
Total charge   0
Gap between HOMO and LUMO   0.3192 hartree
SMILES   Cc1ncn2c(N(C)C)nncc12

Element x y z (Å)
C1 -1.1466 2.1957 1.9642
C2 0.7742 1.4171 3.1505
C3 0.0826 0.1752 1.0212
C4 0.4231 -2.1858 -0.3659
C5 0.3180 -0.9082 -1.1239
C6 -0.1636 -0.5491 -2.3496
C7 -0.0142 -1.3745 -3.5575
C8 -0.4737 1.2569 -1.1068
H1 -0.8212 3.3102 2.0751
H2 -1.6194 1.9950 1.0174
H3 -1.8003 1.4641 2.5463
H4 0.2512 0.3840 3.4955
H5 0.3570 2.2989 3.8107
H6 1.9254 1.1801 3.1796
H7 0.5060 -3.0907 -0.8870
H8 0.6778 -1.0744 -4.4797
H9 -0.8699 -1.3873 -4.1898
H10 0.3480 -2.3662 -3.2233
H11 -0.8902 2.2364 -0.8824
N1 0.2355 1.4668 1.7476
N2 0.3401 -1.0361 1.6088
N3 0.5171 -2.2444 0.9536
N4 -0.6087 0.8076 -2.3244
N5 -0.0357 0.2756 -0.3078

=====

Density functional theory data (the ωB97M-V functional and the def2-TZVPD basis) for C8H11NNdPS as an isolated structure.

Summary:
Multiplicity   4
LUMO (alpha / beta)   -0.02427 / -0.02418 Eh
Total charge   0
Gap between HOMO and LUMO (alpha / beta)   0.1528 / 0.1547 hartree

Element x y z (Å)
C1 -0.3338 -0.6695 -1.9595
C2 -0.5892 0.1893 -2.9701
C3 -0.3708 1.5853 -3.0291
C4 0.1927 2.3432 -1.9806
C5 0.5735 1.8591 -0.7785
Nd1 -0.0665 0.0635 0.1618
P1 0.1960 -2.3733 0.8307
H1 -0.5926 -1.7076 -1.9543
H2 -0.9599 -0.2964 -3.8614
H3 -0.5802 2.0929 -3.9681
H4 1.1244 2.3400 -0.0027
H5 0.4413 3.3792 -2.1533
H6 1.4450 -2.6028 1.4042
H7 0.1561 -3.2977 -0.1931
H8 -0.6425 -2.9246 1.7645
S1 0.6774 0.6613 4.8579
C6 0.8784 2.1919 4.0538
C7 0.6903 2.0531 2.7185
N1 0.3992 0.7399 2.3166
C8 0.3539 -0.1128 3.3694
H9 1.1173 3.1088 4.5671
H10 0.7527 2.8467 1.9940
H11 0.1327 -1.1738 3.2987

=====

Density functional theory data (the ωB97M-V functional and the def2-TZVPD basis) for one molecule with the formula C8H11NO2.

Summary:
LUMO   -0.01996 Eh
Total charge   0
Gap between HOMO and LUMO   0.2834 hartree
SMILES   C=C/C(CC)=C(/C=C)[N+](=O)[O-]

Element x y z (Å)
C1 -2.2061 1.9078 -0.2913
C2 2.9366 1.5823 1.2996
C3 -1.4541 1.0656 -1.0322
C4 2.0448 0.7653 0.7444
C5 -0.1482 0.5195 -0.6153
C6 0.7418 1.1926 0.3715
C7 -0.7985 -1.7774 -0.2078
C8 0.0645 -0.8495 -1.0793
N1 0.3603 2.5773 0.7126
O1 0.1790 3.3769 -0.1570
O2 0.3815 2.8431 1.8752
H1 -3.2025 2.0294 -0.6464
H2 -1.9473 2.4599 0.6728
H3 3.9045 1.1798 1.8510
H4 2.9116 2.6020 1.2266
H5 -1.7632 0.5660 -1.9445
H6 2.4672 -0.2698 0.8204
H7 -1.5471 -1.2050 0.4648
H8 -1.3670 -2.4704 -0.8679
H9 -0.1284 -2.4144 0.4180
H10 1.0778 -1.1295 -1.0204
H11 -0.2235 -1.0303 -2.0409

=====

Density functional theory data (the ωB97M-V functional and the def2-TZVPD basis) for an isolated ion of composition C8H11NO2P and charge -1.

Summary:
LUMO   0.12604 Eh
Total charge   -1
Gap between HOMO and LUMO   0.2697 hartree

Element x y z (Å)
C1 -2.0266 0.4614 -1.9188
C2 -2.2809 1.5689 -1.1394
C3 -0.8588 -0.3567 -1.6853
C4 -1.4390 2.0944 -0.0706
C5 0.1601 -0.0512 -0.8057
C6 -0.2888 1.6470 0.3425
C7 1.7656 -1.8022 -1.0348
C8 0.1343 0.6909 2.9729
N1 1.3460 -0.4886 -0.4126
O1 2.2086 1.3065 1.3022
O2 0.7139 3.2738 2.1961
P1 0.8548 1.9159 1.6519
H1 -2.6347 0.1293 -2.7677
H2 -3.3033 2.0544 -1.3665
H3 -0.6204 -1.0403 -2.4253
H4 -1.7955 3.1502 0.1654
H5 1.1216 -2.7248 -0.7656
H6 1.4671 -1.8427 -2.0872
H7 2.8113 -1.9551 -0.7160
H8 1.0045 0.6717 3.6962
H9 -0.7846 0.9978 3.4049
H10 -0.1247 -0.3282 2.6214
H11 2.0027 0.1262 0.0642

=====

Density functional theory data (the ωB97M-V functional and the def2-TZVPD basis) for one molecule with the formula C8H11NO3.

Summary:
LUMO   0.02408 Eh
Total charge   0
Gap between HOMO and LUMO   0.4145 hartree
SMILES   CCOC(=O)[C@@]1(C#N)OC1(C)C

Element x y z (Å)
C1 -1.3070 -2.0358 -0.4529
C2 0.3009 -0.6407 0.8704
C3 -1.1490 -1.0316 0.5593
C4 -2.2619 0.0249 0.5869
C5 -1.9335 1.5002 0.9222
C6 -3.6350 -0.1578 -0.0245
C7 3.4271 -1.7081 -0.4948
C8 2.4874 -1.3739 0.6198
N1 -1.1752 -2.6927 -1.3848
O1 0.5535 0.2491 1.6455
O2 -2.0304 -0.9677 1.6103
O3 1.1473 -1.3935 0.2129
H1 -1.4211 2.0502 0.0686
H2 -1.3867 1.6309 1.7692
H3 -2.9138 1.9999 1.0143
H4 -4.4539 0.0496 0.8330
H5 -3.8376 -1.1683 -0.2158
H6 -3.8072 0.5184 -0.8226
H7 3.2916 -2.6309 -1.0411
H8 3.5352 -0.7759 -1.1882
H9 4.5207 -1.7372 -0.0207
H10 2.8634 -0.5183 1.0319
H11 2.5301 -2.1724 1.3913

=====

Density functional theory data (the ωB97M-V functional and the def2-TZVPD basis) for a 2-piece molecular cluster, C8H11NO3 overall.

Summary:
LUMO   -0.02781 Eh
Total charge   0
Gap between HOMO and LUMO   0.3128 hartree
SMILES   O=C1C=CC(O)=N1.CC1(O)CC1

Element x y z (Å)
C1 2.9118 -3.5706 -0.8193
C2 2.7674 -2.6087 -1.6965
C3 2.2347 -3.2199 0.5306
C4 1.7838 -1.7073 -0.9656
C5 -1.4563 0.9173 1.6250
C6 -1.4255 0.0017 0.4199
C7 -0.4349 1.1920 0.5651
C8 -0.6015 2.3037 -0.4543
N1 1.6012 -2.0379 0.3214
O1 2.3065 -3.8318 1.5641
O2 1.2870 -0.6491 -1.5038
O3 0.8524 0.8339 0.8175
H1 3.6522 -4.2925 -0.8544
H2 2.9002 -2.4660 -2.7184
H3 -2.3872 1.5219 1.5470
H4 -1.0516 0.5943 2.6596
H5 -1.1205 -1.0671 0.2941
H6 -2.1821 0.1838 -0.2936
H7 -0.1564 1.9262 -1.4114
H8 0.0569 3.1659 -0.1129
H9 -1.7362 2.6429 -0.4784
H10 0.8353 -0.0975 1.2685
H11 0.8836 -0.1374 -0.8244